[1]
A structure of composition C47H56ClN12PTeW. Source: the OMol25 dataset; level of theory: the ωB97M-V functional and the def2-TZVPD basis.

Charge: +2
Energy, eV: -98452.0554
HOMO energy (alpha / beta), eV: -11.288 / -12.132
⟨S²⟩: 2.0235
Spin multiplicity: 3

Each line ends with the Mulliken spin population.
Cartesian coordinates (Å):
W 0.662 0.302 -1.219  0.966
C -2.655 -1.375 -3.607  0.021
C -1.975 -0.588 -2.721  0.057
N -0.790 -0.974 -2.158  0.164
C -0.440 -2.265 -2.440  0.143
C -1.138 -3.017 -3.388  -0.044
N -2.218 -2.588 -4.000  0.142
C 0.669 -2.738 -1.676  0.074
C 1.040 -4.074 -1.579  -0.003
C 2.073 -4.458 -0.745  0.044
C 2.712 -3.435 -0.026  -0.005
C 2.311 -2.132 -0.160  0.106
N 1.288 -1.757 -0.976  -0.003
C 2.917 -1.020 0.557  -0.026
C 4.060 -1.095 1.347  0.007
N 4.569 -0.031 1.945  0.013
C 3.917 1.115 1.786  0.009
C 2.766 1.211 1.023  0.014
N 2.287 0.145 0.377  0.012
C 2.476 -5.873 -0.598  0.005
C 3.755 -6.219 -0.174  0.013
C 4.086 -7.561 -0.059  -0.006
N 3.240 -8.549 -0.328  0.014
C 2.017 -8.219 -0.728  -0.005
C 1.590 -6.909 -0.880  0.014
H -3.592 -1.026 -4.023  0.002
H -2.388 0.359 -2.425  0.049
H -0.781 -4.004 -3.657  -0.005
H 0.500 -4.810 -2.156  -0.007
H 3.500 -3.676 0.671  0.000
H 4.584 -2.031 1.488  0.000
H 4.320 1.993 2.274  0.000
H 2.242 2.147 0.909  0.006
H 4.508 -5.472 0.038  0.002
H 5.080 -7.851 0.261  0.000
H 1.340 -9.040 -0.935  0.000
H 0.568 -6.720 -1.181  0.001
C -1.885 3.280 -3.440  -0.004
C -1.312 2.454 -2.475  0.001
N -0.344 1.596 -2.754  -0.035
C 0.123 1.525 -4.025  -0.031
C -0.398 2.316 -5.054  -0.011
C -1.432 3.211 -4.733  0.002
C 0.142 2.197 -6.378  -0.001
C 1.162 1.354 -6.634  0.001
C 1.735 0.555 -5.589  -0.004
C 2.844 -0.285 -5.793  0.007
C 3.363 -0.980 -4.732  -0.009
C 2.759 -0.855 -3.479  -0.006
N 1.700 -0.094 -3.263  -0.028
C 1.202 0.622 -4.299  0.028
H -2.675 3.960 -3.152  0.001
H -1.637 2.473 -1.447  0.013
H -1.854 3.841 -5.506  0.000
H -0.281 2.809 -7.164  0.000
H 1.577 1.275 -7.630  0.000
H 3.285 -0.362 -6.779  0.000
H 4.227 -1.619 -4.843  0.000
H 3.154 -1.397 -2.630  0.011
Cl 2.129 2.216 -1.650  0.021
C -3.195 -3.492 -0.611  0.005
Te -2.172 -2.181 0.728  0.006
C -2.013 -3.668 2.249  -0.001
H -2.555 -4.328 -0.885  0.001
H -3.477 -2.934 -1.501  -0.004
H -4.096 -3.860 -0.129  0.000
H -3.002 -3.981 2.571  0.000
H -1.479 -3.237 3.094  0.000
H -1.456 -4.519 1.865  0.000
N -0.271 1.137 0.158  0.198
P -0.568 1.841 1.567  0.002
N 0.264 1.137 2.817  0.011
C 0.889 1.865 3.937  0.008
C 1.939 1.038 4.666  0.000
C 1.414 -0.334 5.058  0.000
C 0.934 -1.044 3.801  0.003
C -0.163 -0.242 3.122  0.016
N -2.178 1.606 1.898  0.022
C -3.179 1.817 0.841  0.023
C -4.488 1.098 1.146  0.000
C -5.021 1.451 2.528  0.000
C -3.943 1.172 3.567  0.000
C -2.690 1.965 3.233  0.003
N -0.110 3.431 1.511  0.004
C -0.200 4.142 0.213  0.006
C 0.344 5.552 0.364  0.000
C -0.559 6.386 1.287  0.000
C -1.288 5.478 2.284  0.001
C -0.392 4.314 2.677  0.000
H 0.128 2.171 4.666  0.000
H 1.350 2.768 3.542  0.001
H 2.260 1.606 5.541  0.000
H 2.820 0.910 4.033  -0.001
H 0.583 -0.234 5.763  0.000
H 2.190 -0.911 5.562  0.000
H 0.545 -2.039 4.030  0.000
H 1.774 -1.175 3.110  0.000
H -1.058 -0.239 3.757  0.000
H -0.433 -0.713 2.177  -0.011
H -2.767 1.440 -0.095  -0.026
H -3.376 2.895 0.728  0.004
H -4.312 0.022 1.096  0.000
H -5.210 1.350 0.366  0.000
H -5.925 0.881 2.742  0.000
H -5.298 2.510 2.568  0.000
H -3.705 0.104 3.581  0.000
H -4.277 1.448 4.568  0.000
H -1.910 1.789 3.974  0.000
H -2.940 3.035 3.260  0.000
H -1.244 4.203 -0.122  0.001
H 0.369 3.587 -0.525  0.001
H 0.421 6.008 -0.624  0.000
H 1.361 5.492 0.757  0.000
H -1.285 6.953 0.702  0.000
H 0.043 7.118 1.827  0.000
H -2.215 5.087 1.854  0.000
H -1.572 6.031 3.180  0.000
H -0.847 3.736 3.476  0.000
H 0.554 4.702 3.066  0.000

---

[2]
A structure of composition C47H56NO6PSeSi2V in a non-equilibrium geometry. Source: the OMol25 dataset; level of theory: the ωB97M-V functional and the def2-TZVPD basis.

Charge: -2
Relative energy (zero: lowest compared OMol25 entry of this formula, charge and spin), kcal/mol: 47.9
Energy, eV: -179506.3826
HOMO energy (alpha / beta), eV: -1.129 / -1.252
⟨S²⟩: 3.8184
Spin multiplicity: 4

Each line ends with the Mulliken spin population.
Cartesian coordinates (Å):
V -0.880 -0.406 0.896  2.015
O -4.753 -0.071 2.143  0.013
C -3.655 0.348 1.829  0.026
O -2.585 -0.385 1.703  -0.073
C -3.410 1.834 1.669  0.003
C -2.283 2.230 2.638  0.013
C -2.203 3.759 2.754  0.000
C -1.528 4.140 1.405  0.000
C -1.388 2.764 0.748  0.005
O -1.086 1.909 1.882  0.008
C -2.798 2.301 0.306  0.037
C -2.790 1.286 -0.830  -0.017
O -3.573 1.440 -1.758  0.002
O -1.896 0.342 -0.771  0.038
H -4.345 2.337 1.887  0.001
H -2.289 1.687 3.580  -0.002
H -3.193 4.201 2.882  0.000
H -1.583 4.042 3.599  0.000
H -2.139 4.805 0.796  0.000
H -0.552 4.605 1.558  0.000
H -0.604 2.669 0.014  0.003
H -3.364 3.141 -0.081  0.000
C 3.694 -1.841 4.083  0.001
Si 3.074 -0.733 2.666  -0.006
C 4.623 0.284 2.265  0.001
C 2.773 -1.977 1.313  0.012
C 1.755 0.318 3.335  0.039
C 0.553 -0.345 3.737  0.001
C 0.164 -0.365 5.118  -0.008
C -0.787 -1.219 5.593  0.002
C -1.423 -2.100 4.707  -0.004
C -1.119 -1.982 3.381  0.025
N -0.222 -1.097 2.858  -0.022
Si 2.257 1.854 4.130  0.003
C 0.918 2.653 5.204  0.000
C 3.728 1.758 5.331  0.001
C 2.783 3.170 2.874  0.003
H 4.552 -2.453 3.770  0.000
H 2.896 -2.521 4.413  0.000
H 3.997 -1.236 4.949  0.000
H 5.317 -0.306 1.652  0.000
H 5.142 0.549 3.193  0.000
H 4.400 1.212 1.734  0.000
H 3.676 -2.586 1.187  0.000
H 2.517 -1.527 0.352  0.003
H 1.944 -2.640 1.575  0.002
H 0.743 0.239 5.805  -0.001
H -1.009 -1.251 6.655  0.000
H -2.162 -2.819 5.033  0.000
H -1.645 -2.589 2.660  -0.003
H 1.109 2.467 6.268  0.000
H -0.079 2.266 4.978  0.000
H 0.913 3.737 5.050  0.000
H 3.561 0.984 6.093  0.000
H 3.874 2.720 5.844  0.000
H 4.660 1.510 4.809  0.000
H 2.214 3.050 1.942  -0.001
H 3.848 3.082 2.630  0.000
H 2.613 4.184 3.261  0.000
O 0.674 0.418 -0.242  -0.017
P 0.558 0.238 -1.786  -0.021
C 0.198 -1.286 -2.480  -0.008
C -1.196 -1.773 -2.766  0.071
C -1.136 -4.260 -2.072  0.040
C 0.128 -4.496 -2.463  0.006
C 1.241 -3.580 -2.616  0.023
C 1.266 -2.213 -2.455  0.020
C -0.219 1.652 -2.633  0.010
C 0.188 2.934 -2.258  -0.002
C -0.266 4.052 -2.943  0.000
C -1.115 3.898 -4.035  0.000
C -1.514 2.625 -4.419  -0.002
C -1.074 1.508 -3.718  0.005
C 2.265 0.587 -2.394  -0.004
C 3.283 0.826 -1.484  0.000
C 4.569 1.153 -1.917  0.000
C 4.838 1.241 -3.274  0.000
C 3.817 1.002 -4.196  0.001
C 2.542 0.683 -3.758  0.002
H -1.891 -0.946 -2.630  0.078
H -1.815 -5.100 -1.954  0.000
H 0.374 -5.544 -2.636  -0.004
H 2.210 -4.050 -2.750  0.002
H 2.264 -1.798 -2.343  0.011
H 0.895 3.052 -1.442  0.000
H 0.051 5.042 -2.631  0.000
H -1.461 4.768 -4.582  0.000
H -2.184 2.497 -5.262  0.000
H -1.407 0.522 -4.012  0.010
H 3.059 0.746 -0.432  0.003
H 5.351 1.337 -1.187  0.000
H 5.836 1.490 -3.620  0.000
H 4.021 1.072 -5.258  0.000
H 1.751 0.501 -4.479  0.002
C -4.322 -4.600 -4.852  -0.042
C -3.426 -3.714 -4.028  0.369
C -2.299 -3.150 -4.659  -0.121
C -1.338 -2.274 -4.212  0.272
C -0.385 -1.745 -5.254  -0.020
C -1.682 -2.907 -1.722  0.105
Se -0.894 -2.600 0.108  -0.111
C -3.203 -2.903 -1.663  0.168
C -3.939 -2.311 -0.501  0.015
C -3.910 -3.372 -2.719  -0.100
H -3.895 -4.796 -5.839  0.001
H -5.311 -4.144 -4.994  0.022
H -4.487 -5.565 -4.359  0.022
H -2.196 -3.437 -5.705  0.003
H -0.356 -2.417 -6.116  0.010
H 0.622 -1.640 -4.850  0.003
H -0.693 -0.756 -5.623  0.022
H -3.623 -1.279 -0.364  0.017
H -3.718 -2.820 0.438  0.010
H -5.016 -2.322 -0.680  0.005
H -4.986 -3.481 -2.578  0.003